{
  "formula": "C7H23NO3",
  "method": "ωB97M-V/def2-TZVPD",
  "gap_ev": 8.71,
  "e_tot_ha": -560.9256,
  "e_above_lowest_kcal_mol": 27.7,
  "homo_ev": -8.16,
  "multiplicity": 1,
  "symbols": ["C", "C", "C", "C", "N", "C", "C", "C", "H", "H", "H", "H", "H", "H", "H", "H", "H", "H", "H", "H", "H", "H", "H", "H", "H", "O", "H", "H", "O", "H", "H", "O", "H", "H"],
  "xyz": [[2.19417, -1.79435, 1.35721], [2.37130, -0.32660, 0.94934], [1.08864, 0.24522, 0.30038], [0.65037, -0.53757, -0.94232], [-0.78135, -0.45845, -1.30228], [-1.08881, 0.82665, -1.89148], [-1.63613, -0.91119, -0.18614], [-2.45741, 0.13031, 0.59651], [2.60192, -1.93625, 2.36788], [1.16494, -2.07220, 1.54519], [2.79287, -2.44411, 0.73536], [3.24646, -0.20934, 0.30801], [2.54019, 0.33347, 1.80827], [0.34092, 0.18487, 1.08675], [1.21172, 1.29264, 0.01755], [1.22273, -0.16804, -1.78835], [0.92591, -1.59283, -0.88127], [-0.25376, 1.34456, -2.34918], [-1.89591, 0.73646, -2.63873], [-1.54016, 1.60815, -1.26753], [-2.37260, -1.57956, -0.63994], [-1.01476, -1.49357, 0.49080], [-3.25581, -0.38386, 1.12374], [-1.76670, 0.68123, 1.24150], [-2.85182, 0.89050, -0.07227], [0.76663, -0.15608, -4.32616], [0.32677, 0.69221, -4.17923], [0.06442, -0.74670, -4.01514], [-1.63167, 3.86870, -0.22261], [-2.48758, 3.51418, 0.03679], [-1.02542, 3.55967, 0.47014], [0.60925, -0.91330, 3.82188], [0.39053, -1.47338, 4.56983], [1.55013, -0.71144, 3.87550]]
}

***

{
  "formula": "C33H35F5N4P2PtS",
  "method": "ωB97M-V/def2-TZVPD",
  "gap_ev": [7.40, 5.18],
  "e_tot_ha": -3196.7779,
  "e_above_lowest_kcal_mol": 0.0,
  "homo_ev": [-8.07, -8.21],
  "multiplicity": 3,
  "symbols": ["Pt", "C", "C", "C", "C", "C", "C", "C", "C", "C", "H", "H", "H", "H", "H", "H", "H", "H", "H", "H", "H", "H", "H", "H", "H", "P", "P", "N", "N", "N", "N", "C", "C", "C", "C", "C", "C", "C", "C", "C", "C", "C", "C", "C", "C", "C", "C", "C", "C", "H", "H", "H", "H", "H", "H", "H", "H", "H", "H", "H", "H", "H", "H", "H", "H", "H", "H", "H", "H", "F", "C", "C", "F", "C", "F", "C", "S", "C", "F", "C", "F"],
  "xyz": [[-0.31601, -2.87853, 2.61771], [-1.13920, 2.04056, 3.11044], [-1.50195, 1.26304, 2.10879], [-1.04110, 1.41982, 0.71229], [0.20452, 0.58023, 0.32160], [1.47949, 0.69077, 1.12257], [1.79548, 1.61668, 2.03387], [1.15638, 2.95456, 2.13768], [-0.00595, 3.00784, 3.16521], [1.38941, -2.18395, 3.36676], [-1.70622, 1.91662, 4.04172], [-2.20812, 0.42093, 2.25444], [-0.90611, 2.48701, 0.47868], [-1.86389, 1.03809, 0.07869], [-0.07506, -0.49275, 0.36426], [0.43054, 0.81993, -0.73154], [2.09062, -0.22674, 1.04411], [2.69095, 1.47074, 2.65192], [0.79437, 3.29351, 1.16520], [1.89801, 3.68644, 2.48965], [0.42280, 2.97998, 4.17798], [-0.50608, 3.96369, 3.03603], [1.25443, -1.10703, 3.57289], [2.18085, -2.42605, 2.65709], [1.53144, -2.78570, 4.27745], [1.60859, -1.07361, -1.95687], [-2.26728, -0.17022, -1.89171], [2.95702, 0.03631, -2.39325], [2.09440, -2.30286, -3.12766], [-2.35535, 1.44809, -2.66975], [-3.69788, -0.77418, -2.71847], [0.37480, -0.21020, -3.06049], [-0.99904, -0.90789, -3.02972], [4.01479, 0.28362, -1.51154], [4.94658, 1.09339, -2.15029], [4.46844, 1.33759, -3.47755], [3.23230, 0.70281, -3.59145], [2.42728, -3.59813, -2.71873], [2.75588, -4.35640, -3.83307], [2.67499, -3.49546, -4.97243], [2.24375, -2.25361, -4.52146], [-2.51761, 2.63872, -1.94697], [-2.25876, 3.72272, -2.76979], [-1.94118, 3.20316, -4.06680], [-2.01517, 1.81609, -3.97272], [-4.56645, -0.17776, -3.64478], [-5.42663, -1.14710, -4.15777], [-5.09179, -2.39191, -3.51844], [-4.02727, -2.14122, -2.67146], [0.73143, -0.20396, -4.09994], [0.31783, 0.84346, -2.73969], [-1.41734, -0.94829, -4.04834], [-0.89397, -1.95177, -2.68378], [3.98572, -0.12636, -0.51823], [5.86229, 1.47125, -1.72207], [4.96520, 1.89000, -4.25794], [2.52530, 0.70522, -4.40399], [2.39083, -3.84139, -1.66863], [3.01182, -5.41013, -3.83409], [2.92376, -3.75415, -5.99498], [2.00922, -1.35559, -5.07464], [-2.81260, 2.60998, -0.90939], [-2.29100, 4.76077, -2.46662], [-1.69187, 3.77730, -4.94979], [-1.87785, 1.05656, -4.73052], [-4.50859, 0.87732, -3.84304], [-6.19792, -0.99286, -4.90580], [-5.58998, -3.34889, -3.66398], [-3.47029, -2.79805, -2.02353], [0.46904, -0.03585, 10.18615], [0.15358, -0.34400, 8.91376], [-0.14846, 0.66264, 7.99875], [-0.12118, 1.95862, 8.40663], [-0.49061, 0.32366, 6.68887], [-0.84582, 1.36381, 5.89114], [-0.54515, -1.01211, 6.17931], [-1.13378, -1.46441, 4.59184], [-0.21434, -1.97385, 7.16292], [-0.22345, -3.25647, 6.77892], [0.09812, -1.66505, 8.48741], [0.34611, -2.64908, 9.37100]]
}

***

{
  "formula": "C4H3LiNiO",
  "method": "ωB97M-V/def2-TZVPD",
  "gap_ev": [8.50, 6.89],
  "e_tot_ha": -1744.3790,
  "homo_ev": [-18.64, -18.78],
  "multiplicity": 3,
  "total_charge": 2,
  "symbols": ["C", "C", "H", "Ni", "O", "C", "C", "Li", "H", "H"],
  "xyz": [[1.40883, -0.32399, -0.29460], [1.30771, 0.91536, -0.43161], [1.56075, 1.96477, -0.52274], [0.73189, -2.13514, -0.51021], [-0.85651, 0.16133, 1.74522], [-1.29092, -0.13331, 0.68942], [-0.92784, -0.31469, -0.62323], [1.19095, 0.60777, 1.93190], [-2.05900, -0.93171, -0.40725], [-1.06586, 0.18960, -1.57689]]
}

***

{
  "formula": "C39H64O39",
  "method": "ωB97M-V/def2-TZVPD",
  "gap_ev": 10.53,
  "e_tot_ha": -4458.6395,
  "e_above_lowest_kcal_mol": 91.4,
  "homo_ev": -10.42,
  "multiplicity": 1,
  "symbols": ["C", "C", "O", "C", "O", "O", "H", "H", "H", "H", "C", "C", "O", "C", "O", "O", "H", "H", "H", "H", "C", "C", "O", "C", "O", "O", "H", "H", "H", "H", "C", "C", "O", "C", "O", "O", "H", "H", "H", "H", "C", "C", "O", "C", "O", "O", "H", "H", "H", "H", "C", "C", "O", "C", "O", "O", "H", "H", "H", "H", "C", "C", "O", "C", "O", "O", "H", "H", "H", "H", "C", "O", "C", "O", "O", "C", "H", "H", "H", "H", "H", "H", "C", "O", "C", "O", "O", "C", "H", "H", "H", "H", "H", "H", "C", "O", "C", "O", "O", "C", "H", "H", "H", "H", "H", "H", "C", "O", "C", "O", "O", "C", "H", "H", "H", "H", "H", "H", "C", "O", "C", "O", "O", "C", "H", "H", "H", "H", "H", "H", "C", "O", "C", "O", "O", "C", "H", "H", "H", "H", "H", "H"],
  "xyz": [[9.87774, -3.16927, 11.26381], [10.66794, -2.53240, 10.09079], [9.64923, -2.06174, 9.28524], [8.42620, -2.34296, 9.86102], [7.36298, -2.08739, 9.37955], [8.56935, -2.72975, 11.03991], [10.25316, -2.78825, 12.21354], [9.95669, -4.25609, 11.28998], [11.52368, -3.12780, 9.77247], [11.16732, -1.64763, 10.48563], [1.27955, -9.34344, -4.42136], [2.48071, -8.50648, -4.78365], [2.10290, -7.22952, -4.17182], [0.77270, -7.12403, -4.00083], [0.20370, -6.09342, -3.62407], [0.22041, -8.31312, -4.31319], [1.33350, -9.83287, -3.44891], [0.99891, -10.05743, -5.19567], [2.60113, -8.45221, -5.86561], [3.42348, -8.88732, -4.39091], [-3.55135, 5.55185, 3.84004], [-4.92173, 6.06237, 3.45149], [-4.92166, 7.35740, 4.08347], [-3.63528, 7.70939, 4.32520], [-3.21825, 8.81652, 4.70947], [-2.86791, 6.68354, 4.25639], [-2.98503, 5.15714, 2.99649], [-3.64618, 4.71457, 4.53147], [-5.75400, 5.50261, 3.87822], [-5.04530, 6.31978, 2.39956], [8.81805, -0.68021, 3.30986], [9.16967, 0.72760, 2.98686], [8.36998, 0.99743, 1.79562], [7.91736, -0.17424, 1.28152], [7.28000, -0.29392, 0.22322], [8.31054, -1.18014, 2.06140], [8.02978, -0.58271, 4.05634], [9.61677, -1.26060, 3.77169], [10.25060, 0.75234, 2.84873], [8.89525, 1.34264, 3.84390], [-5.98835, -1.90113, 2.55199], [-7.26061, -2.71303, 2.08765], [-8.24030, -1.66890, 1.98825], [-7.85313, -0.58967, 2.77147], [-8.55140, 0.28282, 3.27368], [-6.57076, -0.72555, 3.13004], [-5.23057, -1.72453, 1.78865], [-5.49831, -2.34439, 3.41886], [-7.64163, -3.37637, 2.86410], [-7.17519, -3.50351, 1.34202], [-1.62103, 8.16410, -2.02051], [-0.85413, 7.83155, -3.22654], [-1.81627, 7.98019, -4.21038], [-3.03065, 7.92612, -3.71619], [-4.07370, 7.88108, -4.34177], [-2.98955, 7.93646, -2.46385], [-1.41220, 9.20882, -1.79016], [-1.32551, 7.44574, -1.25583], [-0.38004, 6.85446, -3.13364], [-0.05482, 8.55623, -3.38165], [-9.16456, 4.03344, -3.95684], [-8.78002, 4.31530, -2.53688], [-7.92508, 3.29093, -2.21179], [-7.41735, 2.73195, -3.37603], [-6.56023, 1.87041, -3.39446], [-8.18005, 3.17424, -4.42526], [-9.30238, 5.02418, -4.38990], [-10.15462, 3.57957, -4.00034], [-9.50195, 4.44564, -1.73070], [-8.05008, 5.12459, -2.51912], [0.11016, 0.47272, 0.01869], [1.11460, 0.07864, 0.93859], [0.78492, -0.02623, 2.28488], [-0.28101, 0.26514, 2.77508], [1.85608, -0.57896, 2.89147], [1.72538, -0.79635, 4.31254], [-0.51844, -0.38524, -0.21980], [0.65043, 0.62447, -0.91575], [-0.50403, 1.36050, 0.16940], [2.40895, -1.56051, 4.68255], [0.73671, -1.10314, 4.65389], [1.98852, -0.00820, 5.01800], [6.68655, 0.47385, -11.89883], [5.79137, 0.04517, -10.87255], [6.06738, 0.36484, -9.58928], [7.07985, 0.89512, -9.17772], [4.96686, -0.08404, -8.95016], [4.85907, -0.07123, -7.52016], [6.85961, 1.52307, -11.65949], [6.17493, 0.43147, -12.86037], [7.53831, -0.20608, -11.91611], [5.47026, -0.81478, -7.00860], [3.91424, -0.48258, -7.16492], [5.07346, 0.91472, -7.10781], [2.89346, -5.67205, 1.43245], [1.80166, -5.92137, 2.30284], [1.24581, -7.17341, 2.35963], [1.57511, -8.17735, 1.65054], [0.23137, -7.16138, 3.21221], [-0.08075, -6.11910, 4.08789], [3.20533, -6.44340, 0.72828], [3.73638, -5.26343, 1.98978], [2.81426, -4.82067, 0.75645], [-0.77426, -6.43802, 4.86599], [-0.51643, -5.29472, 3.52338], [0.87797, -5.78352, 4.48328], [-10.81801, -2.64847, -5.37273], [-9.56576, -2.99123, -5.86447], [-8.52293, -3.41966, -5.13885], [-8.50355, -3.71515, -3.92734], [-7.47822, -3.55122, -6.03446], [-6.14213, -3.83662, -5.55133], [-10.80249, -1.95970, -4.52808], [-11.31533, -3.56137, -5.04501], [-11.46410, -2.23235, -6.14572], [-5.41106, -3.62190, -6.33077], [-6.15665, -4.84262, -5.13196], [-5.88950, -3.21045, -4.69564], [-1.26015, 1.05952, -8.24215], [-0.85399, 2.14729, -8.98216], [-0.31747, 3.19816, -8.37116], [0.13634, 3.30272, -7.17712], [-0.18149, 4.11444, -9.24168], [0.48614, 5.34077, -8.98294], [-2.23589, 0.69040, -8.55801], [-1.37159, 1.22314, -7.17027], [-0.52010, 0.27176, -8.38301], [1.42871, 5.47898, -9.51263], [0.58613, 5.43738, -7.90184], [-0.11590, 6.16510, -9.36521], [2.26721, 0.18652, 12.95733], [1.75041, 0.60994, 11.70052], [1.93156, 1.87922, 11.26467], [2.68243, 2.66091, 11.80232], [1.24990, 2.07487, 10.10454], [1.32605, 3.31637, 9.46051], [3.35626, 0.14544, 12.93791], [1.87561, -0.73575, 13.38649], [2.01522, 0.88093, 13.75883], [0.52165, 3.95584, 9.82400], [1.08951, 3.23518, 8.39959], [2.28158, 3.83622, 9.52983]]
}